H24O12 | the ωB97M-V functional and the def2-TZVPD basis

SMILES: O.O.O.O.O.O.O.O.O.O.O.O
Calculated total energy in eV: -24958.88146
LUMO level in eV: -0.001
Relative energy (zero: lowest compared OMol25 entry of this formula, charge and spin) in eV: 2.813
Net charge: 0
Gap between HOMO and LUMO in eV: 11.26

The geometry in XYZ format:
```
36
H24O12, DFT the ωB97M-V functional and the def2-TZVPD basis
O -19.5055 -12.9597 -8.5937
H -18.9032 -12.2191 -8.6644
H -19.7290 -13.1745 -9.4993
O -25.1852 -4.6585 -10.3385
H -25.0072 -3.7185 -10.3699
H -25.8404 -4.7557 -9.6475
O -21.3571 -7.5652 -9.1454
H -21.9267 -7.7772 -8.4059
H -21.7707 -6.8065 -9.5571
O -19.6422 -8.5516 -13.1696
H -20.0436 -8.2529 -12.3536
H -19.9151 -7.9061 -13.8216
O -18.1490 -9.3640 -3.8345
H -17.3057 -9.1431 -3.4392
H -18.5038 -8.5247 -4.1277
O -16.3352 -9.9854 -9.8460
H -16.9218 -9.3941 -10.3176
H -15.6761 -9.4101 -9.4575
O -23.3478 -5.5235 -3.1915
H -24.0646 -5.0722 -2.7457
H -23.7783 -6.2004 -3.7137
O -22.5853 -0.7513 -10.1587
H -21.8442 -1.3378 -10.0070
H -22.1980 0.0253 -10.5625
O -21.7292 -12.7423 -12.6026
H -22.2242 -12.9625 -13.3918
H -21.7052 -11.7854 -12.5937
O -25.1790 -9.1965 -4.9976
H -25.9393 -9.1094 -5.5725
H -24.8576 -10.0838 -5.1574
O -23.2078 -13.2200 -6.3249
H -22.4190 -13.0883 -6.8509
H -23.5253 -14.0859 -6.5810
O -18.8864 -3.1930 -10.1145
H -18.5966 -4.0715 -9.8684
H -18.1513 -2.8267 -10.6060
```

=====

C18H31CoO9S3Si | the ωB97M-V functional and the def2-TZVPD basis

Calculated total energy in eV: -115616.65520
LUMO level (alpha / beta) in eV: 2.657 / 2.657
Relative energy (zero: lowest compared OMol25 entry of this formula, charge and spin) in eV: 0.677
2S+1: 4
<S²>: 3.757
Net charge: -1
Gap between HOMO and LUMO (alpha / beta) in eV: 8.46 / 8.68

The geometry in XYZ format:
```
63
C18H31CoO9S3Si, DFT the ωB97M-V functional and the def2-TZVPD basis
Co -0.7273 1.1366 1.9282
O -1.7307 3.4331 4.9592
S -1.2250 2.3344 4.1753
O -0.0981 2.6848 3.2966
O -2.2508 1.6382 3.3796
C -0.5915 1.1549 5.3865
C -0.8237 1.4776 6.7173
C -0.3809 0.6501 7.7358
C 0.3232 -0.5039 7.4296
C 0.5670 -0.8273 6.1051
C 0.1124 -0.0091 5.0784
S 0.4029 -0.6348 3.4090
O 1.0882 -1.8902 3.6078
O 1.1843 0.3490 2.6516
O -0.9444 -0.7653 2.8286
H -1.3578 2.3944 6.9217
H -0.5887 0.9043 8.7672
H 0.6854 -1.1503 8.2185
H 1.1027 -1.7227 5.8263
C 0.0487 -2.7551 -2.2614
C 0.2809 -2.4359 -0.7812
C -0.4655 -3.4573 0.0735
C 1.7782 -2.4653 -0.4745
O -0.2662 -1.1401 -0.4629
Si -0.1071 0.2694 -1.2594
S -1.0670 1.8195 -0.1608
O 1.4838 0.4828 -1.5283
C 2.2412 1.3630 -2.3500
C 1.5449 2.7141 -2.4900
C 2.4024 0.6997 -3.7194
C 3.5930 1.5237 -1.6606
O -0.7461 0.2111 -2.7758
C -2.0608 0.2897 -3.3231
C -2.0873 -0.6544 -4.5247
C -3.1309 -0.1243 -2.3140
C -2.2932 1.7324 -3.7717
H 0.5364 -3.6978 -2.5142
H 0.4540 -1.9607 -2.8885
H -1.0207 -2.8511 -2.4598
H -0.2471 -4.4698 -0.2712
H -1.5380 -3.2699 -0.0022
H -0.1806 -3.3606 1.1140
H 2.1640 -3.4787 -0.6016
H 1.9453 -2.1468 0.5534
H 2.3092 -1.7859 -1.1391
H 0.5750 2.5768 -2.9697
H 2.1506 3.4004 -3.0835
H 1.3700 3.1406 -1.5022
H 1.4130 0.5119 -4.1365
H 2.9203 -0.2550 -3.6113
H 2.9706 1.3385 -4.3980
H 3.4468 1.9785 -0.6807
H 4.2597 2.1490 -2.2570
H 4.0513 0.5449 -1.5151
H -1.9713 -1.6868 -4.1945
H -1.2691 -0.4162 -5.2061
H -3.0340 -0.5572 -5.0587
H -2.8859 -1.0984 -1.8862
H -4.1047 -0.1807 -2.8028
H -3.1733 0.5983 -1.5020
H -1.5645 2.0111 -4.5352
H -2.1754 2.3883 -2.9084
H -3.2979 1.8506 -4.1809
```

=====

C3H6N2O | the ωB97M-V functional and the def2-TZVPD basis

SMILES: N=C=N.CC=O
Calculated total energy in eV: -8235.02735
LUMO level in eV: 0.921
Relative energy (zero: lowest compared OMol25 entry of this formula, charge and spin) in eV: 1.671
Net charge: 0
Gap between HOMO and LUMO in eV: 10.98

The geometry in XYZ format:
```
12
C3H6N2O, DFT the ωB97M-V functional and the def2-TZVPD basis
C -1.4476 0.2375 1.1000
C 2.1899 0.4460 -0.7843
N 1.8061 -0.2023 0.1808
N 2.5630 1.2161 -1.6648
C -1.6691 -0.8150 0.0544
O -0.7909 -1.3597 -0.5810
H -0.3863 0.4707 1.2115
H -1.8576 -0.1110 2.0552
H -2.0001 1.1440 0.8266
H 1.0125 -0.8231 0.0022
H 3.3053 0.8973 -2.2751
H -2.7251 -1.1004 -0.1256
```

=====

C6H12 | the ωB97M-V functional and the def2-TZVPD basis

Calculated total energy in eV: -6414.18759
LUMO level (alpha / beta) in eV: 4.188 / 4.382
Relative energy (zero: lowest compared OMol25 entry of this formula, charge and spin) in eV: 0.468
2S+1: 2
<S²>: 0.750
Net charge: -1
Gap between HOMO and LUMO (alpha / beta) in eV: 2.72 / 9.45

The geometry in XYZ format:
```
18
C6H12, DFT the ωB97M-V functional and the def2-TZVPD basis
C 2.1533 -1.1698 -0.4046
C 1.3184 0.1194 -0.6587
C -0.1203 0.3017 -0.1721
C -0.4531 1.1228 0.8416
C -1.8028 1.0946 1.4531
C -1.0463 -0.6224 -0.9128
H 3.2084 -0.8666 -0.3104
H 1.7639 -1.7977 0.3915
H 2.1789 -1.9154 -1.2249
H 1.1879 0.2531 -1.7509
H 1.9227 0.9579 -0.3003
H 0.3146 1.7340 1.2797
H -1.7319 1.0407 2.5526
H -2.4800 0.2802 1.2125
H -2.3626 2.0388 1.3135
H -1.6646 -0.1758 -1.6991
H -0.5386 -1.4660 -1.3701
H -1.8478 -0.9293 -0.2408
```

=====

C19H34ClIN2O4 | the ωB97M-V functional and the def2-TZVPD basis

SMILES: CC[C@@H](I)[C@](C#N)(CCOC(C)=O)[C@H](Cl)C#N.CCOCC.CCOCC
Calculated total energy in eV: -52045.80237
LUMO level in eV: 0.092
Net charge: 0
Gap between HOMO and LUMO in eV: 9.50

The geometry in XYZ format:
```
61
C19H34ClIN2O4, DFT the ωB97M-V functional and the def2-TZVPD basis
C 1.2298 -0.6638 5.8072
C 0.0158 -0.8450 4.8723
C 0.4159 -1.3266 3.4652
I -0.7617 -3.0251 2.8504
C 0.4687 -0.2320 2.3569
C 1.2201 -0.8131 1.2230
N 1.7673 -1.2944 0.3355
C 1.2376 1.0053 2.8590
C 2.7382 0.7881 3.0502
O 3.4164 1.3020 1.8917
C 4.7054 1.7088 2.1311
C 5.7404 0.9235 1.3796
O 4.9495 2.6428 2.8469
C -0.9207 0.1258 1.7681
Cl -0.8183 1.4088 0.5306
C -1.9067 0.5189 2.7698
N -2.6618 0.8082 3.5864
H 1.0274 -1.0705 6.7948
H 2.1252 -1.1552 5.4300
H 1.4542 0.3935 5.9420
H -0.5142 0.0994 4.8256
H -0.6747 -1.5600 5.3073
H 1.4185 -1.7366 3.5251
H 0.8103 1.3671 3.7919
H 1.1489 1.8169 2.1424
H 2.9938 -0.2676 3.1633
H 3.0937 1.3270 3.9266
H 6.6807 0.9571 1.9185
H 5.4031 -0.0974 1.2206
H 5.8578 1.3908 0.4017
H -1.3140 -0.7419 1.2427
C 0.8883 -0.8215 -3.3542
C 1.9051 -1.9228 -3.1060
O 1.6241 -3.1336 -3.7893
C 1.5743 -3.0565 -5.2003
C 2.8688 -2.5905 -5.8456
H -0.1118 -1.1570 -3.0746
H 1.1411 0.0555 -2.7570
H 0.8569 -0.5135 -4.4007
H 1.9018 -2.1765 -2.0488
H 2.9165 -1.5728 -3.3443
H 0.7373 -2.4261 -5.5231
H 1.3484 -4.0706 -5.5309
H 3.1288 -1.5719 -5.5554
H 2.7715 -2.6109 -6.9318
H 3.6944 -3.2429 -5.5582
C -4.5942 1.8464 -0.0503
C -4.1777 1.1257 -1.3222
O -5.2575 0.5731 -2.0510
C -6.2347 1.4892 -2.5087
C -5.6965 2.5573 -3.4456
H -5.1540 1.1748 0.6021
H -3.7140 2.2002 0.4866
H -5.2250 2.7120 -0.2567
H -3.5426 0.2764 -1.0668
H -3.5770 1.7839 -1.9610
H -6.7580 1.9489 -1.6626
H -6.9673 0.8782 -3.0360
H -4.9679 3.2048 -2.9561
H -6.5134 3.1871 -3.7992
H -5.2123 2.0989 -4.3088
```

=====

C38H44CrN8O8S3 | the ωB97M-V functional and the def2-TZVPD basis

Calculated total energy in eV: -129345.06350
LUMO level (alpha / beta) in eV: -0.247 / -0.298
Relative energy (zero: lowest compared OMol25 entry of this formula, charge and spin) in eV: 0.700
2S+1: 5
<S²>: 6.048
Net charge: 0
Gap between HOMO and LUMO (alpha / beta) in eV: 3.64 / 6.40

The geometry in XYZ format:
```
102
C38H44CrN8O8S3, DFT the ωB97M-V functional and the def2-TZVPD basis
Cr -0.4329 -0.5112 0.0886
C -0.1229 2.9940 1.1389
C -1.4519 2.3379 0.9762
N -1.6700 1.0923 0.6527
C -3.0218 0.7973 0.5609
C -3.8422 1.8221 0.8425
S -2.9090 3.2134 1.1883
C -3.3701 -0.5797 0.2294
C -4.5915 -1.1100 0.0621
S -4.4444 -2.7891 -0.2224
C -2.7402 -2.7035 -0.0958
N -2.3209 -1.4898 0.1309
C -1.9064 -3.9349 -0.2078
H 0.5712 2.3196 1.6369
H -0.2177 3.9241 1.6995
H 0.3109 3.2166 0.1607
H -4.9227 1.8550 0.8126
H -5.5541 -0.6159 0.0517
H -2.5083 -4.8160 0.0092
H -1.0724 -3.8847 0.4896
H -1.4999 -4.0291 -1.2172
C 2.1160 0.4305 3.2051
N 0.9617 0.0227 4.0031
C 1.0763 0.2626 5.4368
C 0.0877 -0.5873 6.2004
C -1.2839 -0.3510 5.6084
N -1.2608 -0.6744 4.1871
C -2.5382 -1.0216 3.5829
C -0.1595 -0.4592 3.4112
O -0.1722 -0.7093 2.1883
H 2.9869 -0.1782 3.4591
H 2.3528 1.4766 3.4156
H 1.9101 0.3258 2.1477
H 0.9087 1.3230 5.6526
H 2.0969 0.0242 5.7324
H 0.1017 -0.3341 7.2593
H 0.3479 -1.6431 6.0907
H -1.5905 0.6902 5.7630
H -2.0283 -0.9888 6.0819
H -2.9816 -1.8666 4.1129
H -2.3853 -1.2970 2.5517
H -3.2323 -0.1770 3.6257
O 1.7954 0.7318 -1.1052
O 1.2185 0.4625 0.2180
C 1.6729 11.0115 0.3699
C 1.7710 9.5319 0.0995
O 0.8970 8.7478 0.3587
S 3.3471 9.0615 -0.6301
C 3.1258 7.3093 -0.8176
C 2.3406 6.8242 -1.8564
C 2.1108 5.4627 -1.9713
C 2.6666 4.5684 -1.0520
C 3.4852 5.0690 -0.0341
C 3.7105 6.4335 0.0862
C 2.3600 3.1634 -1.1010
C 2.1090 1.9901 -1.1271
H 0.6682 11.3516 0.1234
H 2.4142 11.5794 -0.1902
H 1.8295 11.1778 1.4375
H 1.8961 7.5157 -2.5623
H 1.4934 5.0777 -2.7744
H 3.9344 4.3789 0.6693
H 4.3378 6.8152 0.8834
O -2.6694 1.0147 -2.0390
C -1.6595 0.4990 -2.5048
O -0.7487 -0.1347 -1.7753
C -1.3538 0.4891 -3.9595
C -2.3700 0.7809 -4.8817
C -2.0683 0.7519 -6.2458
C -0.7981 0.4326 -6.6951
C 0.2162 0.1225 -5.7571
C -0.0741 0.1745 -4.3812
N 1.4777 -0.2733 -6.1720
O 2.3001 -0.7559 -5.2799
O 1.7815 -0.1741 -7.4202
H -3.3605 1.0225 -4.5187
H -2.8457 0.9729 -6.9708
H -0.5521 0.4028 -7.7460
H 0.7159 -0.0229 -3.6724
C 1.5390 -4.2874 -3.8000
C 0.3336 -3.3824 -3.8049
N 0.1889 -2.7131 -2.5072
C 0.8405 -3.0228 -1.3750
N 0.7353 -2.2354 -0.2969
C 1.5339 -2.5526 0.9008
C 2.6835 -3.4946 0.6320
C 2.1413 -4.6772 -0.1336
N 1.5568 -4.1853 -1.3701
C 1.5089 -5.0886 -2.5171
H 2.4519 -3.6905 -3.8387
H 1.5173 -4.9448 -4.6670
H -0.5666 -3.9640 -4.0214
H 0.4414 -2.6228 -4.5723
H -0.2051 -1.7746 -2.5118
H 0.8915 -2.9841 1.6799
H 1.9213 -1.6137 1.2907
H 3.1430 -3.8068 1.5722
H 3.4432 -2.9975 0.0225
H 1.3964 -5.2124 0.4726
H 2.9289 -5.3826 -0.3916
H 0.6064 -5.7113 -2.4840
H 2.3689 -5.7517 -2.4491
```

=====

C11H11N | the ωB97M-V functional and the def2-TZVPD basis

Calculated total energy in eV: -13067.77257
LUMO level in eV: 0.082
Relative energy (zero: lowest compared OMol25 entry of this formula, charge and spin) in eV: 8.106
Net charge: 0
Gap between HOMO and LUMO in eV: 7.66

The geometry in XYZ format:
```
23
C11H11N, DFT the ωB97M-V functional and the def2-TZVPD basis
C -2.1602 2.3152 -0.9549
C -2.7734 1.1632 -0.4548
C -1.9321 0.1336 0.1538
C -0.6589 0.5536 0.5911
C -0.2402 1.7687 0.2132
C 2.2977 -2.4807 0.6142
C 2.7996 -1.2292 0.4362
C 1.9976 -0.2241 -0.0118
C 0.5904 -0.3565 -0.3809
C 0.0814 -1.5353 -0.0720
C 0.8962 -2.6790 0.3369
H -2.6788 3.0679 -1.4658
H -3.7205 0.6656 -0.7585
H -2.4378 -0.7563 0.3187
H 0.0629 -0.0096 1.0389
H 0.7732 2.2917 0.4715
H 2.9039 -3.2686 0.8747
H 3.8550 -1.0209 0.7783
H 2.5760 0.7097 0.0771
H 0.2070 0.5414 -0.7784
H -0.9365 -1.5583 -0.1849
H 0.4971 -3.6707 0.4560
N -0.9271 2.6329 -0.5221
```

=====

C3H10NO | the ωB97M-V functional and the def2-TZVPD basis

Calculated total energy in eV: -6806.68274
LUMO level (alpha / beta) in eV: 0.349 / 0.176
Relative energy (zero: lowest compared OMol25 entry of this formula, charge and spin) in eV: 2.064
2S+1: 2
<S²>: 0.753
Net charge: 0
Gap between HOMO and LUMO (alpha / beta) in eV: 3.26 / 7.76

The geometry in XYZ format:
```
15
C3H10NO, DFT the ωB97M-V functional and the def2-TZVPD basis
C 1.0168 1.1291 -1.3223
C 0.7521 0.4605 -0.0140
C 0.7365 1.0425 1.2271
N 0.3054 -0.9555 -0.0795
H 0.9684 2.1958 -1.1851
H 0.2617 0.8037 -2.0514
H 2.0135 0.8936 -1.7590
H 0.5047 0.4998 2.1230
H 0.9499 2.0948 1.2933
H 0.7019 -1.4599 -0.8681
H 0.6846 -1.3588 0.8074
H -0.7152 -1.1022 -0.0874
H -3.1422 -0.7662 0.7798
H -2.6758 -2.2135 0.5764
O -2.3625 -1.2638 0.5599
```